(1)
DFT (ωB97M-V/def2-TZVPD) results for a 7-piece molecular cluster, C25H37ClN2O19 overall.

Geometry as XYZ:
```
84
C25H37ClN2O19 (ωB97M-V/def2-TZVPD)
C -4.0470 2.6183 -2.1296
C -4.2866 1.3285 -2.9068
C -4.1388 -0.0089 -2.1845
Cl -5.6861 -0.4672 -1.3806
C -2.9793 -0.1375 -1.2010
N -3.1244 0.5841 0.0627
C -1.6292 0.2121 -1.8567
C -0.6513 -0.4112 -0.8660
C -1.4059 -1.6481 -0.4182
O -0.9601 -2.5819 0.1921
N -2.7729 -1.5522 -0.8072
H -4.1605 3.4665 -2.8043
H -4.7950 2.7474 -1.3421
H -3.0577 2.6826 -1.6744
H -5.3053 1.3561 -3.2887
H -3.6540 1.2883 -3.7962
H -3.9853 -0.7733 -2.9461
H -3.7848 1.3458 -0.0159
H -3.5124 -0.0630 0.7412
H -1.4554 1.2499 -2.1320
H -1.5829 -0.3848 -2.7776
H 0.2941 -0.6829 -1.3307
H -0.4648 0.2328 -0.0070
H -2.9594 -2.1963 -1.5703
O 1.8574 2.4583 -0.6952
C 2.6516 1.5784 -0.6441
O 3.7980 1.6039 0.0759
C 4.3804 0.2942 0.0677
C 3.7769 -0.3147 -1.1876
O 2.5422 0.4009 -1.3023
H 5.4631 0.3837 0.0387
H 4.0710 -0.2289 0.9734
H 4.3783 -0.1185 -2.0760
H 3.5686 -1.3777 -1.1064
O 9.6958 3.2004 -0.1175
C 8.6807 3.3669 0.4776
O 8.5282 4.1898 1.5368
C 7.1285 4.3037 1.8364
C 6.5708 3.0289 1.2321
O 7.5078 2.7555 0.1825
H 6.9891 4.3932 2.9089
H 6.7349 5.1917 1.3466
H 6.5934 2.1972 1.9400
H 5.5734 3.1332 0.8169
O 2.2937 -3.9588 5.1613
C 1.5872 -4.2861 4.2630
O 1.9672 -5.0836 3.2362
C 0.8020 -5.4461 2.4853
C -0.1538 -4.3151 2.8136
O 0.2956 -3.9181 4.1204
H 1.0539 -5.5139 1.4312
H 0.4475 -6.4148 2.8431
H -0.0587 -3.4775 2.1254
H -1.1971 -4.6146 2.8608
O 4.7351 6.6126 1.9962
C 4.8800 7.2080 0.9776
O 5.2507 8.5034 0.8820
C 5.5430 8.7983 -0.4888
C 4.7535 7.7260 -1.2221
O 4.7090 6.6731 -0.2529
H 5.2284 9.8136 -0.7109
H 6.6184 8.7005 -0.6433
H 3.7319 8.0379 -1.4422
H 5.2319 7.3606 -2.1258
O -5.6210 -0.4606 -5.0006
C -5.8888 -1.6162 -4.9342
O -6.9810 -2.1960 -5.4732
C -6.8657 -3.6166 -5.3348
C -5.8921 -3.7486 -4.1745
O -5.1368 -2.5369 -4.2838
H -7.8481 -4.0367 -5.1412
H -6.4630 -4.0252 -6.2627
H -6.3933 -3.7581 -3.2059
H -5.2203 -4.5983 -4.2537
O -4.1433 -4.5044 2.4270
C -3.9040 -4.7451 3.5637
O -3.8398 -3.8268 4.5545
C -3.7312 -4.5035 5.8096
C -3.1545 -5.8473 5.3967
O -3.6335 -5.9817 4.0535
H -3.0881 -3.9294 6.4701
H -4.7275 -4.5952 6.2448
H -2.0632 -5.8381 5.3813
H -3.5095 -6.6854 5.9891
```

=====

(2)
83
Properties=species:S:1:pos:R:3 method="wB97M-V/def2-TZVPD" charge=-1 e_above_lowest_kcal_mol=0.0
O 0.4089 -0.9093 1.5383
C 0.1473 -0.6490 0.3909
O 1.0253 -0.7874 -0.6317
C -1.2505 -0.1304 -0.0503
F -2.1837 -0.5763 0.7574
F -1.4643 -0.6547 -1.2587
C -1.2398 1.4238 -0.1464
F -1.5611 1.8506 -1.3447
F 0.0510 1.7892 0.0349
C -2.0356 2.1716 0.9447
F -1.5666 3.4248 0.9279
F -1.7227 1.6757 2.1307
C -3.5881 2.3236 0.7764
O -4.0932 3.3051 1.2516
S -4.7078 1.1027 -0.0617
O -4.0140 0.4936 -1.1636
O -5.8054 1.9351 -0.4660
N -5.1472 0.1379 1.1287
S -5.4569 -1.3748 0.6795
O -4.2914 -2.2063 0.5712
O -6.3521 -1.4946 -0.4464
H 0.7162 -1.5058 -1.1999
H -6.1443 -1.8599 1.7407
C 3.8399 -3.5542 -0.4926
C 3.8750 -4.3607 -1.7862
C 3.3451 -3.5761 -2.9889
C 1.9197 -3.2799 -2.8714
N 0.7984 -3.0547 -2.7781
H 2.8189 -3.2981 -0.2066
H 4.2777 -4.1291 0.3235
H 4.4074 -2.6283 -0.5954
H 3.3015 -5.2815 -1.6593
H 4.9059 -4.6522 -1.9954
H 3.5034 -4.1560 -3.9011
H 3.9045 -2.6486 -3.1038
C -1.3187 4.8355 3.7193
C -1.1172 6.2277 3.1358
C 0.2312 6.8480 3.5161
C 0.3408 7.1249 4.9474
N 0.4274 7.3420 6.0710
H -1.3451 4.8585 4.8109
H -2.2623 4.4171 3.3723
H -0.5181 4.1632 3.4086
H -1.9313 6.8809 3.4564
H -1.1708 6.1634 2.0478
H 0.3648 7.7861 2.9732
H 1.0446 6.1859 3.2105
C -9.4689 -4.2497 -2.3640
C -10.3487 -3.7714 -1.2140
C -9.5726 -2.9627 -0.1713
C -8.5804 -3.7681 0.5307
N -7.7781 -4.3784 1.0775
H -8.6990 -4.9386 -2.0147
H -10.0701 -4.7718 -3.1102
H -8.9761 -3.4095 -2.8545
H -10.8292 -4.6303 -0.7400
H -11.1467 -3.1420 -1.6139
H -10.2677 -2.5502 0.5626
H -9.0709 -2.1152 -0.6432
C 8.1127 -5.8341 -5.0743
C 6.6999 -5.5883 -5.5920
C 6.4043 -4.1061 -5.8414
C 6.4020 -3.3275 -4.6051
N 6.3918 -2.7240 -3.6298
H 8.2659 -5.3694 -4.0992
H 8.2956 -6.9027 -4.9646
H 8.8579 -5.4344 -5.7645
H 5.9762 -5.9979 -4.8848
H 6.5657 -6.1276 -6.5310
H 5.4267 -4.0041 -6.3163
H 7.1357 -3.6862 -6.5336
C 4.4497 6.4500 4.9985
C 5.3493 5.3419 4.4601
C 5.1350 5.0703 2.9679
C 3.8056 4.5315 2.6920
N 2.7634 4.1025 2.4808
H 3.3957 6.1763 4.9332
H 4.6739 6.6464 6.0464
H 4.5972 7.3787 4.4435
H 5.1824 4.4277 5.0316
H 6.3930 5.6250 4.6111
H 5.8795 4.3544 2.6154
H 5.2822 5.9866 2.3937

=====

| no. | highest occupied orbital energy (eV) |
| --- | --- |
| 1 | -9.55 |
| 2 | -5.82 |